19
Properties=species:S:1:pos:R:3:lowdin_charge:R:1 method="wB97M-V/def2-TZVPD" molar_mass_g_mol=163.21 multiplicity=1 homo_energy_ha=-0.531 total_charge=+2 de_lowest_kj_mol=53.6
C 1.182 1.946 2.117 -0.50
C -1.312 -8.708 -3.984 -0.12
C -1.095 4.696 0.179 -0.06
N 2.062 2.381 3.034 -0.02
N 0.760 1.776 0.967 -0.15
N -2.162 -8.102 -4.719 0.26
N 3.181 3.177 2.625 0.10
N -0.818 3.418 0.216 -0.02
O -0.456 -9.151 -3.409 0.41
S -0.064 0.565 1.952 1.09
H -2.034 5.011 0.585 0.05
H -0.542 5.582 0.031 0.05
H -1.446 0.858 2.052 0.01
H 2.098 1.924 3.981 0.20
H -2.087 -7.910 -5.721 0.18
H -3.238 -7.928 -4.390 0.27
H 3.075 3.987 3.200 0.10
H 2.923 3.384 1.628 0.12
H -0.028 3.094 -0.342 0.02

75
Properties=species:S:1:pos:R:3:lowdin_charge:R:1 method="wB97M-V/def2-TZVPD" molar_mass_g_mol=1095.88 multiplicity=1 homo_energy_ha=-0.022 total_charge=-2 de_lowest_kj_mol=511.7
Ba 0.737 0.209 0.684 1.90
C -1.351 4.371 -0.966 -0.05
N -1.011 2.921 -1.152 -0.24
C -1.392 2.576 -2.552 -0.01
C -1.924 2.185 -0.179 -0.15
C -2.227 0.707 -0.475 -0.27
N -1.924 -0.089 0.704 -0.16
C -2.576 -1.226 0.916 -0.24
C -2.476 -1.844 2.201 -0.17
F -1.783 -1.199 3.155 0.07
C -3.059 -3.041 2.519 -0.24
F -2.897 -3.528 3.770 0.05
C -3.830 -3.762 1.618 0.01
C -3.961 -3.190 0.367 -0.25
F -4.683 -3.844 -0.572 0.05
C -3.376 -1.994 0.015 -0.16
F -3.534 -1.589 -1.270 0.05
H -2.371 4.528 -1.318 0.09
H -0.644 4.961 -1.542 0.11
H -1.279 4.619 0.092 -0.01
H -0.912 3.292 -3.215 0.11
H -1.049 1.576 -2.792 0.08
H -2.478 2.643 -2.631 0.11
H -2.857 2.750 -0.199 0.12
H -1.501 2.323 0.819 0.01
H -1.657 0.377 -1.349 0.07
H -3.284 0.638 -0.745 0.11
H -4.285 -4.706 1.873 0.11
Se 4.011 3.026 2.645 0.28
Se 2.623 3.970 4.260 -0.10
Se 1.143 5.430 3.175 -0.12
Se -0.570 4.071 2.344 0.01
N 2.786 -2.803 -1.228 0.12
C 2.280 -3.205 -0.020 -0.70
N 1.997 -2.397 0.960 0.01
C 1.561 -3.089 2.078 -0.34
C 1.488 -4.432 1.927 -0.36
S 2.015 -4.880 0.345 1.02
C 1.208 -2.323 3.285 -0.36
C 0.891 -2.836 4.497 -0.37
S 0.533 -1.549 5.598 1.02
C 0.832 -0.397 4.320 -0.70
N 1.164 -0.951 3.186 -0.04
N 0.763 0.926 4.508 0.13
H 2.698 -1.803 -1.370 0.09
H 2.406 -3.299 -2.026 0.08
H 1.133 -5.166 2.631 0.07
H 0.832 -3.868 4.796 0.06
H 0.269 1.326 5.283 0.10
H 0.984 1.563 3.744 0.00
C 0.205 -3.650 -3.986 -0.17
C 0.762 -2.543 -4.628 -0.15
C 0.852 -1.303 -4.018 -0.06
C 0.416 -1.125 -2.675 -0.36
C -0.216 -2.245 -2.062 -0.09
C -0.308 -3.464 -2.697 -0.14
N 0.522 0.022 -1.966 -0.23
N 1.283 0.995 -2.604 0.00
C 1.302 2.190 -2.081 -0.34
C 2.346 3.073 -2.592 -0.07
C 2.847 4.065 -1.821 -0.12
C 2.298 4.353 -0.531 -0.13
C 1.118 3.773 -0.177 -0.23
C 0.512 2.743 -0.957 -0.25
H 0.128 -4.608 -4.486 0.07
H 1.131 -2.651 -5.644 0.08
H 1.301 -0.463 -4.527 0.07
H -0.639 -2.128 -1.066 0.09
H -0.795 -4.286 -2.181 0.09
H 2.765 2.829 -3.562 0.09
H 3.683 4.656 -2.185 0.08
H 2.788 5.040 0.146 0.07
H 0.641 4.080 0.751 -0.14
O 3.017 0.961 0.995 -0.42
C 2.578 1.705 1.841 -0.76

23
Properties=species:S:1:pos:R:3:lowdin_charge:R:1 method="wB97M-V/def2-TZVPD" molar_mass_g_mol=126.20 smiles="C=C[C@@H](N)[C@H](C)C(=C)N" multiplicity=1 homo_energy_ha=-0.299 de_lowest_kj_mol=117.6
C -1.993 1.579 -0.591 0.01
C -1.390 0.412 -0.809 -0.17
C -0.972 -0.538 0.284 -0.41
N -1.698 -1.793 0.124 0.05
C 0.535 -0.794 0.085 -0.29
C 1.224 -1.278 1.353 -0.06
C 1.155 0.552 -0.421 -0.42
C 1.853 0.604 -1.555 0.03
N 1.212 1.564 0.533 0.10
H -2.200 1.939 0.406 0.05
H -2.264 2.239 -1.398 0.05
H -1.314 -0.007 -1.802 0.12
H -1.140 -0.062 1.268 0.14
H -2.696 -1.630 0.198 0.08
H -1.423 -2.452 0.843 0.07
H 0.646 -1.526 -0.716 0.14
H 1.154 -0.523 2.136 0.07
H 2.279 -1.451 1.153 0.08
H 0.771 -2.201 1.712 0.07
H 1.892 -0.228 -2.233 0.05
H 2.419 1.479 -1.831 0.05
H 0.373 1.676 1.080 0.08
H 1.575 2.438 0.181 0.09

59
Properties=species:S:1:pos:R:3:lowdin_charge:R:1 method="wB97M-V/def2-TZVPD" molar_mass_g_mol=531.56 multiplicity=1 homo_energy_ha=-0.449 total_charge=+1 de_lowest_kj_mol=279.0
C 5.821 -1.219 1.177 0.01
C 5.175 0.259 1.394 -0.38
O 5.399 0.914 2.450 0.08
O 4.318 0.718 0.338 -0.06
C 2.919 0.613 0.691 -0.12
C 2.432 -0.865 1.103 -0.19
C 2.279 -1.790 -0.197 -0.14
N 1.449 -3.022 -0.008 -0.07
C 1.121 -3.303 1.421 -0.18
C 0.625 -2.024 2.261 -0.11
N 1.027 -0.696 1.681 0.06
H 5.832 -1.829 2.140 0.10
H 6.874 -1.020 0.743 0.11
H 5.205 -1.761 0.360 0.07
H 2.599 1.396 1.486 0.16
H 2.315 0.896 -0.258 0.13
H 3.047 -1.363 1.928 0.17
H 3.303 -2.053 -0.675 0.14
H 1.737 -1.157 -1.005 0.11
H 1.896 -3.855 -0.442 0.13
H 2.032 -3.751 1.968 0.13
H 0.249 -4.068 1.407 0.14
H 1.075 -2.068 3.327 0.15
H -0.516 -2.001 2.414 0.14
H 0.422 -0.408 0.882 0.19
H 1.082 0.038 2.423 0.12
C -1.890 -0.161 6.391 -0.16
C -2.547 -0.231 5.022 -0.17
O -2.155 0.973 4.361 -0.18
S -0.675 1.398 4.869 0.68
O 0.284 0.928 3.905 -0.26
O -0.720 2.754 5.316 -0.19
O -0.606 0.425 6.163 -0.18
H -2.448 0.495 7.065 0.14
H -1.784 -1.145 6.849 0.14
H -3.633 -0.301 5.084 0.14
H -2.162 -1.076 4.442 0.12
C 0.204 1.791 -4.896 -0.14
C 1.044 0.548 -5.152 -0.16
O 1.292 -0.004 -3.858 -0.19
S 0.019 0.312 -2.900 0.65
O -0.828 -0.844 -2.885 -0.21
O 0.502 0.939 -1.699 -0.26
O -0.680 1.440 -3.829 -0.29
H 0.827 2.626 -4.562 0.14
H -0.364 2.093 -5.777 0.15
H 1.982 0.775 -5.659 0.14
H 0.487 -0.192 -5.734 0.14
C -6.012 2.236 -4.282 -0.17
C -5.652 2.012 -2.821 -0.17
O -4.610 1.036 -2.841 -0.19
S -3.730 1.229 -4.192 0.68
O -2.566 2.004 -3.866 -0.23
O -3.656 -0.031 -4.869 -0.21
O -4.772 2.186 -4.989 -0.19
H -6.652 1.433 -4.659 0.14
H -6.504 3.196 -4.444 0.14
H -6.499 1.659 -2.233 0.14
H -5.251 2.925 -2.369 0.13

98
Properties=species:S:1:pos:R:3:lowdin_charge:R:1 method="wB97M-V/def2-TZVPD" molar_mass_g_mol=1093.18 multiplicity=1 homo_energy_ha=-0.045 total_charge=-2 de_lowest_kj_mol=0.0
Sc 0.043 -0.323 0.476 0.61
Se 1.101 0.277 -2.157 -0.13
Se 2.520 -1.145 -3.310 -0.15
Te 3.131 3.556 -1.560 -0.11
Se 2.099 1.514 -0.395 -0.23
C -2.722 5.065 2.701 -0.11
C -2.215 5.378 1.450 -0.09
C -1.960 4.373 0.524 -0.06
C -2.208 3.041 0.840 -0.32
C -2.711 2.738 2.106 -0.10
C -2.971 3.738 3.026 -0.08
P -1.792 1.649 -0.278 1.11
C -1.819 2.410 -1.936 -0.35
C -0.702 3.154 -2.315 -0.18
C -0.631 3.725 -3.576 -0.08
C -1.668 3.543 -4.479 -0.10
C -2.775 2.787 -4.116 -0.10
C -2.852 2.221 -2.851 -0.07
C -3.324 0.665 -0.247 -0.32
C -4.577 1.204 -0.109 -0.11
C -5.720 0.390 -0.242 -0.10
C -5.577 -0.933 -0.555 -0.06
C -4.296 -1.517 -0.709 -0.18
C -4.144 -2.874 -1.077 -0.07
C -2.887 -3.385 -1.234 -0.09
C -1.744 -2.598 -0.967 -0.12
C -1.807 -1.277 -0.566 -0.15
C -3.131 -0.726 -0.503 -0.20
H -2.914 5.849 3.425 0.09
H -2.005 6.407 1.187 0.10
H -1.557 4.636 -0.445 0.10
H -2.903 1.704 2.368 0.10
H -3.355 3.477 4.005 0.10
H 0.144 3.276 -1.646 0.00
H 0.263 4.273 -3.846 0.09
H -1.606 3.968 -5.474 0.09
H -3.578 2.622 -4.825 0.09
H -3.712 1.620 -2.585 0.10
H -4.694 2.265 0.081 0.11
H -6.707 0.823 -0.123 0.09
H -6.452 -1.561 -0.695 0.10
H -5.029 -3.481 -1.241 0.09
H -2.759 -4.418 -1.541 0.09
H -0.773 -3.071 -1.066 0.07
C 1.654 -5.197 3.727 -0.04
C 1.005 -4.328 2.658 -0.62
C 0.450 -5.185 1.525 -0.02
C -0.083 -3.458 3.263 -0.03
O 2.100 -3.533 2.148 -0.15
P 1.995 -2.200 1.262 0.29
O 1.620 -0.972 2.042 -0.30
O 0.969 -2.343 0.157 -0.33
O 3.496 -2.057 0.817 -0.13
C 4.331 -3.005 0.092 -0.61
C 5.306 -2.132 -0.681 -0.03
C 5.058 -3.846 1.135 -0.04
C 3.512 -3.874 -0.850 -0.05
H 0.919 -5.883 4.152 0.08
H 2.055 -4.572 4.526 0.09
H 2.471 -5.778 3.297 0.08
H -0.378 -5.795 1.893 0.09
H 1.226 -5.846 1.133 0.08
H 0.088 -4.548 0.719 0.07
H -0.798 -4.093 3.791 0.09
H -0.619 -2.895 2.501 0.07
H 0.340 -2.741 3.969 0.10
H 5.867 -1.498 0.008 0.09
H 4.763 -1.503 -1.386 0.04
H 6.007 -2.762 -1.235 0.08
H 5.620 -3.199 1.811 0.09
H 5.756 -4.524 0.638 0.08
H 4.349 -4.431 1.721 0.07
H 3.002 -3.255 -1.590 0.00
H 2.776 -4.465 -0.302 0.07
H 4.188 -4.561 -1.366 0.09
C -0.536 -0.075 8.680 -0.07
C -0.574 -0.003 7.177 -0.28
C 0.484 0.543 6.465 -0.02
C 0.464 0.663 5.078 -0.17
C 1.656 1.276 4.395 -0.02
C -0.655 0.173 4.383 -0.03
C -1.735 -0.390 5.081 -0.19
C -2.963 -0.928 4.394 -0.03
C -1.679 -0.453 6.470 -0.03
C -0.681 0.204 2.885 -0.61
O -0.148 1.144 2.248 -0.09
O -1.234 -0.742 2.247 -0.08
H 0.481 -0.234 9.041 0.07
H -1.161 -0.888 9.052 0.07
H -0.901 0.853 9.128 0.08
H 1.359 0.898 7.002 0.11
H 2.374 1.614 5.144 0.07
H 1.364 2.113 3.766 0.09
H 2.130 0.552 3.729 0.08
H -2.727 -1.803 3.791 0.08
H -3.396 -0.201 3.705 0.08
H -3.716 -1.192 5.139 0.07
H -2.517 -0.882 7.010 0.11